Entry 1:
Entry from OMol25: a single C4H2 molecule in a non-equilibrium geometry (ωB97M-V/def2-TZVPD).

```
6
Properties=species:S:1:pos:R:3:forces:R:3:lowdin_spin:R:1
C 2.856 0.081 0.003 -3.9 -0.5 0.3 0.871
C 1.421 -0.020 0.096 2.7 1.0 -0.1 0.405
C 0.153 0.199 0.119 2.7 1.2 0.2 0.283
C -1.143 0.080 0.022 -0.3 -3.6 -0.9 0.376
H -2.012 0.676 -0.053 -0.3 1.1 0.3 0.027
H -1.275 -1.016 -0.188 -1.0 0.9 0.2 0.037
```
Positions in Å, forces in eV/Å.

⟨S²⟩	2.047
energy above the lowest of the compared OMol25 structures with the same formula, charge and spin	4.72	kcal per mole
Kohn-Sham gap (alpha / beta)	7.334 / 7.847	eV
charge	0
2S+1	3



Entry 2:
Entry from OMol25: a molecular structure, C40H61BBrILuN7O2PS3 in a non-equilibrium geometry (ωB97M-V/def2-TZVPD).

```
118
Properties=species:S:1:pos:R:3:forces:R:3:mulliken_charge:R:1
Lu -0.236 -0.780 -0.089 -1.6 1.0 -0.1 -0.212
C -4.506 5.543 -0.179 0.2 -0.2 0.1 -2.202
C -4.142 4.084 0.107 -0.7 -0.1 -0.1 1.297
C -4.317 3.276 -1.183 0.0 0.0 0.1 -1.573
C -5.045 3.547 1.224 0.1 0.0 -0.1 -1.601
N -2.758 4.000 0.570 0.8 -0.3 0.1 0.537
C -1.950 5.066 0.897 0.4 0.5 0.3 -0.431
C -0.785 4.575 1.363 -0.1 0.4 0.0 -1.292
N -0.850 3.210 1.341 -0.5 0.2 0.0 0.634
B 0.325 2.268 1.601 -0.1 -0.3 -0.4 1.144
N 0.463 1.990 3.099 0.0 -0.4 0.3 0.256
C -0.146 2.649 4.130 -0.2 0.1 0.5 -1.127
C 0.004 1.913 5.249 -0.3 0.6 0.0 -0.610
N 0.708 0.771 4.925 -0.2 0.4 -0.6 0.563
C 1.004 0.843 3.593 0.4 -0.1 -0.1 0.210
S 1.974 -0.138 2.661 0.5 -0.5 -0.6 -0.380
C 0.869 -0.310 5.902 0.2 -0.5 0.5 1.380
C -0.526 -0.706 6.411 0.2 0.1 -0.1 -1.543
C 1.745 0.207 7.053 -0.2 0.0 -0.2 -1.685
C 1.524 -1.549 5.306 0.0 0.0 0.0 -2.012
N 1.593 2.886 1.008 0.3 0.0 -0.2 1.119
C 2.824 2.976 1.597 0.6 0.1 0.2 -0.921
C 3.728 3.315 0.654 0.2 0.0 0.7 -0.773
N 3.058 3.448 -0.543 -0.4 -0.2 0.5 0.309
C 1.743 3.159 -0.311 -0.2 0.3 -0.3 -0.257
S 0.489 3.192 -1.408 -0.8 -0.2 -0.6 -0.385
C 3.660 3.698 -1.849 0.2 0.2 -0.7 1.293
C 5.163 3.955 -1.703 -0.3 -0.1 0.1 -2.200
C 3.014 4.933 -2.487 0.0 -0.1 0.1 -1.572
C 3.435 2.463 -2.725 0.0 0.0 0.0 -1.367
C -2.055 2.862 0.839 0.1 -0.2 0.1 -0.107
S -2.581 1.286 0.639 -0.1 -1.3 -0.1 -0.232
H -5.524 5.578 -0.561 -0.1 0.0 0.0 0.453
H -3.843 5.966 -0.930 0.0 0.1 -0.1 0.463
H -4.466 6.148 0.726 0.0 0.1 0.0 0.476
H -5.309 3.443 -1.592 -0.2 0.1 0.0 0.517
H -4.194 2.215 -0.987 0.0 0.0 -0.1 0.318
H -3.573 3.577 -1.917 0.1 0.0 -0.1 0.349
H -6.088 3.629 0.930 -0.2 0.0 -0.1 0.486
H -4.890 4.117 2.139 0.0 0.1 0.1 0.374
H -4.812 2.504 1.421 0.0 -0.1 0.0 0.322
H -2.239 6.086 0.767 -0.1 0.2 0.0 0.545
H 0.101 5.083 1.687 0.1 0.2 0.0 0.657
H 0.094 1.217 1.031 0.1 0.2 0.1 -1.017
H -0.639 3.588 3.981 -0.2 0.2 0.0 0.622
H -0.319 2.127 6.246 -0.1 0.0 0.2 0.508
H -1.030 0.118 6.911 -0.1 0.1 0.0 0.374
H -0.439 -1.525 7.120 0.1 -0.1 0.1 0.461
H -1.138 -1.040 5.576 -0.1 0.0 -0.1 0.285
H 1.309 1.078 7.537 0.0 0.1 0.1 0.363
H 2.731 0.475 6.677 0.1 0.0 0.0 0.349
H 1.860 -0.575 7.799 0.0 -0.1 0.1 0.446
H 0.947 -1.916 4.464 0.0 -0.1 -0.1 0.254
H 1.553 -2.327 6.066 0.0 0.0 0.2 0.550
H 2.533 -1.337 4.970 0.0 -0.1 0.0 0.431
H 2.965 2.785 2.641 0.1 -0.1 0.1 0.705
H 4.783 3.451 0.756 0.2 0.1 0.0 0.474
H 5.352 4.820 -1.070 0.1 0.1 0.1 0.475
H 5.578 4.157 -2.688 0.0 0.0 -0.1 0.441
H 5.678 3.088 -1.295 0.1 -0.1 0.1 0.470
H 3.183 5.815 -1.873 0.1 0.1 0.1 0.395
H 1.945 4.774 -2.588 0.0 0.1 0.0 0.257
H 3.439 5.102 -3.473 0.1 0.0 -0.1 0.472
H 3.822 1.578 -2.223 0.1 -0.1 0.0 0.313
H 3.928 2.579 -3.688 0.1 0.1 -0.1 0.603
H 2.369 2.327 -2.885 0.0 -0.1 0.0 0.089
Br -3.020 -2.013 -0.799 0.2 0.5 -0.3 -0.159
C -3.220 -1.121 -2.490 -0.4 -0.3 0.3 1.136
C -4.474 -1.139 -3.038 0.2 -0.2 0.4 -0.838
C -4.681 -0.587 -4.306 0.1 0.2 -0.3 -0.667
C -3.618 -0.063 -4.983 -0.2 0.0 -0.1 -0.894
C -2.328 -0.028 -4.416 0.1 -0.1 0.3 1.138
C -1.251 0.515 -5.139 0.3 0.0 0.0 -1.247
C -0.002 0.520 -4.588 -0.2 0.1 -0.3 -0.989
C 0.207 0.027 -3.290 -0.1 -0.3 0.6 0.405
C -0.793 -0.503 -2.475 0.3 0.2 -0.2 -0.229
C -2.086 -0.548 -3.104 0.2 0.0 0.0 0.238
H -5.290 -1.595 -2.500 -0.1 0.0 0.1 0.450
H -5.673 -0.594 -4.737 0.0 0.0 -0.1 0.402
H -3.745 0.334 -5.983 0.0 0.1 0.0 0.349
H -1.439 0.919 -6.125 0.0 0.0 -0.1 0.326
H 0.834 0.928 -5.141 0.1 0.0 0.0 0.437
H 1.228 0.080 -2.927 -0.1 0.1 0.1 0.328
I -1.199 -2.108 2.322 -0.2 -0.2 0.3 -0.556
O 1.852 0.260 -0.694 -0.2 -0.9 0.2 0.541
N 2.402 -0.856 -0.581 0.9 0.7 -0.3 -0.862
O 1.662 -1.740 -0.060 1.0 0.1 -0.1 0.001
C -1.998 -5.472 -0.453 0.1 0.3 -0.1 -1.683
C -0.996 -5.126 -1.557 0.1 0.4 0.0 0.702
C -0.625 -6.387 -2.336 0.0 0.2 0.0 -1.595
P 0.326 -3.973 -0.838 0.0 -1.0 -0.4 0.959
C 1.697 -3.978 -2.148 -0.2 0.2 0.3 1.039
C 1.094 -3.508 -3.474 -0.1 0.1 0.2 -1.566
C 2.567 -5.218 -2.345 -0.1 0.2 0.1 -1.711
C 0.964 -4.949 0.652 -0.2 0.2 -0.1 0.685
C 1.236 -6.447 0.518 -0.2 0.2 0.0 -1.701
C 2.168 -4.256 1.288 -0.2 0.2 0.1 -1.274
H -2.951 -5.751 -0.897 -0.1 -0.1 0.0 0.464
H -2.170 -4.624 0.205 -0.1 0.1 0.1 0.230
H -1.644 -6.303 0.152 0.0 -0.1 0.1 0.293
H -1.512 -4.460 -2.263 0.0 0.0 0.1 0.256
H -0.002 -7.061 -1.758 0.1 -0.1 0.0 0.183
H -0.118 -6.151 -3.267 0.1 -0.1 -0.1 0.290
H -1.544 -6.915 -2.592 -0.1 -0.1 0.0 0.500
H 2.360 -3.176 -1.801 -0.1 -0.1 0.0 0.138
H 0.501 -4.287 -3.946 -0.1 -0.1 -0.1 0.133
H 1.884 -3.221 -4.169 0.1 0.0 -0.1 0.514
H 0.450 -2.641 -3.319 0.0 0.0 -0.1 0.182
H 1.983 -6.095 -2.604 0.0 -0.1 0.0 0.210
H 3.150 -5.429 -1.451 0.1 -0.1 0.0 0.346
H 3.269 -5.030 -3.162 0.1 0.0 0.0 0.499
H 0.128 -4.841 1.356 0.1 0.1 -0.1 0.316
H 1.980 -6.671 -0.237 0.1 -0.1 -0.1 0.177
H 0.330 -7.000 0.294 0.0 -0.1 -0.1 0.285
H 1.609 -6.810 1.476 0.1 -0.1 0.1 0.515
H 3.000 -4.180 0.591 0.2 0.0 -0.1 0.190
H 2.496 -4.817 2.162 0.1 -0.1 0.1 0.529
H 1.914 -3.252 1.615 0.1 0.0 0.0 0.043
```
Positions in Å, forces in eV/Å.

energy above the lowest of the compared OMol25 structures with the same formula, charge and spin	0.00	kcal per mole
Kohn-Sham gap	6.853	eV
charge	-1



Entry 3:
Entry from OMol25: a molecular structure, C62H67MoN4P4SSi in a non-equilibrium geometry (ωB97M-V/def2-TZVPD).

```
140
Properties=species:S:1:pos:R:3:forces:R:3:lowdin_spin:R:1
Mo 0.168 0.155 0.184 0.1 -0.8 0.2 1.907
C 1.705 0.029 4.002 -0.3 0.1 -0.8 -0.012
Si 1.263 1.213 2.549 0.4 0.6 0.8 -0.054
C 2.807 2.207 2.114 -0.7 -0.5 -0.4 -0.011
C 3.582 2.805 3.101 0.2 0.0 0.2 -0.002
C 4.687 3.565 2.768 0.0 0.0 0.1 0.000
C 5.031 3.738 1.434 0.0 -0.1 -0.1 0.000
C 4.272 3.146 0.443 -0.1 0.1 0.0 0.000
C 3.153 2.392 0.784 -0.3 0.2 0.3 0.001
P 2.336 1.363 -0.491 0.9 0.4 0.5 0.022
C 3.772 0.230 -0.474 -0.1 -0.4 -0.2 0.006
C 3.809 -0.674 0.588 -0.1 0.1 -0.1 0.008
C 4.980 -1.346 0.893 0.0 0.0 0.1 0.001
C 6.114 -1.150 0.118 -0.1 0.0 0.1 0.000
C 6.073 -0.275 -0.954 0.0 0.1 0.0 0.001
C 4.918 0.437 -1.236 -0.2 -0.1 -0.1 0.000
C 2.449 2.522 -1.895 -0.4 -0.2 0.0 0.005
C 2.948 2.232 -3.162 0.0 0.0 0.2 0.000
C 3.093 3.247 -4.095 0.0 0.0 0.0 0.000
C 2.755 4.551 -3.773 0.0 -0.1 0.1 0.000
C 2.235 4.843 -2.520 -0.1 0.0 0.0 0.000
C 2.064 3.834 -1.593 0.0 -0.2 0.0 0.000
C 0.017 2.456 3.257 0.0 -0.7 -0.7 -0.007
C 0.340 3.264 4.341 0.1 0.1 0.2 -0.002
C -0.589 4.136 4.880 0.1 -0.1 0.0 0.000
C -1.870 4.197 4.349 -0.1 0.0 -0.1 0.001
C -2.210 3.404 3.271 -0.1 0.0 0.0 0.001
C -1.262 2.544 2.722 0.4 -0.1 0.1 0.008
P -1.716 1.524 1.288 -0.7 0.9 0.7 0.014
C -3.041 0.515 2.070 0.0 -0.1 -0.3 -0.003
C -4.234 0.124 1.460 0.1 0.2 0.0 -0.002
C -5.146 -0.666 2.144 0.0 0.0 -0.1 0.001
C -4.885 -1.077 3.441 0.0 0.0 0.0 -0.003
C -3.702 -0.697 4.056 0.0 0.0 0.0 0.001
C -2.786 0.083 3.374 0.0 0.2 0.0 -0.002
C -2.476 2.860 0.315 0.2 -0.1 -0.2 0.005
C -1.562 3.625 -0.408 -0.1 -0.3 0.2 0.009
C -1.973 4.781 -1.044 0.0 0.1 0.0 0.001
C -3.302 5.172 -0.970 0.0 0.0 0.0 0.000
C -4.214 4.407 -0.258 0.0 0.0 0.0 0.000
C -3.807 3.255 0.395 0.1 -0.2 0.0 0.000
H 2.343 0.563 4.699 0.2 0.3 0.0 -0.002
H 2.244 -0.861 3.688 0.1 -0.1 -0.1 0.000
H 0.819 -0.289 4.547 -0.1 0.0 0.0 0.000
H 3.335 2.664 4.141 0.0 0.0 0.2 0.000
H 5.286 4.014 3.545 0.0 0.1 0.1 0.000
H 5.904 4.315 1.168 0.1 0.1 0.0 0.000
H 4.559 3.264 -0.590 0.1 0.1 -0.1 0.000
H 2.911 -0.822 1.189 0.2 -0.1 0.1 0.006
H 5.012 -2.016 1.738 0.0 -0.1 0.1 0.000
H 7.028 -1.669 0.357 0.1 -0.1 0.0 0.000
H 6.951 -0.123 -1.563 0.1 0.0 0.0 0.000
H 4.925 1.158 -2.040 0.0 0.0 0.0 0.000
H 3.253 1.229 -3.425 0.0 0.0 0.0 0.000
H 3.484 3.015 -5.074 0.1 0.0 -0.1 0.000
H 2.906 5.341 -4.490 0.0 0.1 -0.1 0.000
H 1.977 5.858 -2.264 -0.1 0.1 0.0 0.000
H 1.672 4.061 -0.610 0.0 0.1 0.0 0.000
H 1.328 3.215 4.768 0.1 0.1 0.1 0.000
H -0.318 4.763 5.714 0.0 0.1 0.1 0.000
H -2.604 4.864 4.773 -0.1 0.1 0.1 0.000
H -3.208 3.451 2.859 0.0 0.1 0.0 0.000
H -4.490 0.451 0.462 0.0 0.0 0.0 0.000
H -6.065 -0.954 1.656 -0.1 0.0 0.0 0.000
H -5.609 -1.669 3.978 -0.1 -0.1 0.1 0.000
H -3.491 -1.001 5.069 0.0 0.0 0.1 0.000
H -1.872 0.380 3.869 0.0 0.0 0.1 0.001
H -0.525 3.292 -0.451 -0.1 0.2 -0.1 0.008
H -1.262 5.378 -1.595 0.1 0.1 -0.1 0.000
H -3.629 6.075 -1.458 0.0 0.1 -0.1 0.000
H -5.248 4.712 -0.204 -0.1 0.0 0.0 0.000
H -4.527 2.679 0.960 0.0 0.0 0.0 0.000
C -2.787 0.745 -1.842 0.0 0.0 0.1 0.006
P -1.011 0.444 -2.189 -0.7 0.3 -0.8 0.006
C -1.256 -1.363 -2.493 0.2 -0.2 0.2 -0.001
N -2.253 -1.672 -3.280 -0.2 0.1 -0.4 -0.001
C -2.678 -2.940 -3.375 0.2 -0.5 0.5 0.000
C -3.688 -3.312 -4.284 -0.2 -0.2 -0.1 0.000
C -4.177 -4.591 -4.256 0.0 0.5 -0.2 0.000
C -3.708 -5.528 -3.314 0.3 -0.1 0.4 0.000
C -2.717 -5.205 -2.426 -0.2 -0.2 -0.1 0.000
C -2.151 -3.915 -2.461 -0.1 0.6 -0.5 0.000
N -1.107 -3.584 -1.686 0.0 -0.5 0.2 0.000
C -0.607 -2.374 -1.743 -0.4 0.1 0.1 0.001
P 0.980 -2.110 -0.886 0.1 -0.9 -0.3 0.010
C 1.040 -3.590 0.189 0.0 0.1 0.2 0.003
C 2.143 -2.705 -2.280 0.2 0.4 0.0 0.005
C 3.425 -3.256 -1.659 0.0 0.1 0.2 0.001
C 1.480 -3.791 -3.127 -0.1 0.1 0.1 0.000
C 2.438 -1.489 -3.141 -0.1 0.0 0.1 0.001
C -0.914 1.299 -3.910 0.5 0.1 0.1 0.002
C -2.168 1.048 -4.745 0.0 -0.2 0.1 0.000
C 0.291 0.777 -4.681 -0.1 -0.1 0.2 0.000
C -0.746 2.793 -3.631 0.0 -0.1 0.2 0.000
H -3.021 1.804 -1.910 0.0 0.0 0.1 0.000
H -3.024 0.388 -0.838 -0.1 0.0 -0.1 0.000
H -3.372 0.183 -2.573 0.1 0.1 0.1 0.000
H -4.063 -2.584 -4.984 0.0 0.1 -0.1 0.000
H -4.941 -4.891 -4.960 0.0 0.0 0.0 0.000
H -4.140 -6.518 -3.301 0.0 -0.1 0.0 0.000
H -2.336 -5.920 -1.715 0.1 -0.1 0.1 0.000
H 1.236 -4.471 -0.420 0.0 0.1 0.0 0.000
H 0.095 -3.744 0.705 0.1 0.0 -0.1 0.001
H 1.845 -3.473 0.915 0.0 0.0 0.0 0.000
H 3.295 -4.276 -1.309 0.0 -0.1 0.1 0.000
H 3.774 -2.643 -0.832 0.1 -0.1 -0.1 0.000
H 4.207 -3.269 -2.417 0.0 0.0 -0.1 0.000
H 1.014 -4.566 -2.521 0.0 -0.1 -0.1 0.000
H 2.246 -4.265 -3.735 0.1 0.0 -0.1 0.000
H 0.730 -3.381 -3.802 -0.1 0.0 0.0 0.000
H 2.967 -0.734 -2.561 0.0 0.0 -0.1 0.000
H 1.504 -1.069 -3.507 0.0 0.1 -0.1 0.000
H 3.049 -1.766 -3.997 0.1 0.0 -0.1 0.000
H -2.387 -0.014 -4.826 -0.1 0.1 0.0 0.000
H -1.972 1.416 -5.751 0.1 0.1 -0.1 0.000
H -3.037 1.581 -4.372 -0.1 0.0 0.1 0.000
H 0.168 -0.276 -4.922 0.1 -0.1 0.0 0.000
H 1.210 0.943 -4.125 0.0 -0.1 -0.1 0.000
H 0.375 1.314 -5.623 0.0 0.1 -0.1 0.000
H -1.648 3.228 -3.203 0.0 0.0 0.0 0.000
H -0.539 3.312 -4.565 0.0 0.0 -0.1 0.000
H 0.087 2.980 -2.952 0.0 0.1 -0.1 0.000
N -2.396 -2.313 0.877 0.3 -0.2 0.5 0.006
C -1.612 -2.420 1.970 -0.8 0.1 -1.0 0.008
S -0.261 -1.387 2.124 0.9 0.6 0.3 0.031
N -1.934 -3.305 2.900 -0.3 0.0 -0.6 0.009
C -1.309 -3.670 4.119 0.4 -0.1 0.7 0.000
C -2.122 -4.283 5.071 0.0 0.2 -0.1 0.001
C -1.592 -4.675 6.285 0.1 0.0 0.0 0.000
C -0.250 -4.465 6.556 0.1 0.0 0.0 0.001
C 0.564 -3.878 5.601 -0.2 0.0 0.1 0.000
C 0.045 -3.488 4.378 0.0 0.0 -0.2 0.002
H -2.188 -1.608 0.180 -0.2 -0.4 0.3 0.001
H -3.241 -2.853 0.770 0.0 0.0 0.0 0.000
H -2.826 -3.774 2.774 0.1 0.1 -0.1 0.000
H -3.168 -4.453 4.863 -0.2 0.0 0.0 0.000
H -2.223 -5.144 7.023 -0.1 -0.1 0.0 0.000
H 0.165 -4.770 7.503 0.0 0.0 0.1 0.000
H 1.610 -3.728 5.810 0.2 0.0 0.0 0.000
H 0.699 -3.073 3.631 0.1 0.0 0.0 0.001
```
Positions in Å, forces in eV/Å.

⟨S²⟩	2.078
energy above the lowest of the compared OMol25 structures with the same formula, charge and spin	36.59	kcal per mole
Kohn-Sham gap (alpha / beta)	5.569 / 6.153	eV
charge	+3
2S+1	3



Entry 4:
Entry from OMol25: a molecular structure, C2HLiMgO2 in a non-equilibrium geometry (ωB97M-V/def2-TZVPD).

```
7
Properties=species:S:1:pos:R:3:forces:R:3:mulliken_charge:R:1
O -2.048 -0.059 0.303 -0.7 0.9 0.9 -0.651
C -1.226 0.707 -0.180 2.3 -2.2 -1.8 0.289
C -0.009 0.831 -0.655 -1.6 1.6 1.4 -0.493
H 0.262 0.566 -1.677 0.0 0.5 0.4 0.316
Li -1.002 -1.597 1.155 0.9 0.4 -0.8 0.855
Mg 1.028 0.576 1.438 -0.5 -2.0 -2.6 0.707
O 0.814 -1.197 0.751 -0.5 0.8 2.4 -1.023
```
Positions in Å, forces in eV/Å.

energy above the lowest of the compared OMol25 structures with the same formula, charge and spin	53.09	kcal per mole
Kohn-Sham gap (alpha / beta)	5.544 / 5.545	eV
charge	0